The following is a DFT calculation (ωB97M-V/def2-TZVPD) of C48H41GeNO5S3Ti as an isolated structure.

Structure (XYZ):
```
100
Properties=species:S:1:pos:R:3:lowdin_spin:R:1
Ti 0.178 -0.680 -1.377 0.929
C 1.998 -1.801 2.744 0.000
C 2.491 -2.276 1.404 0.004
C 3.398 -1.494 0.688 0.008
C 3.768 -1.827 -0.604 0.007
C 4.609 -0.895 -1.432 0.002
C 3.251 -2.991 -1.172 0.003
C 2.362 -3.794 -0.478 0.001
C 1.730 -5.000 -1.116 0.000
C 1.989 -3.422 0.814 0.001
H 2.823 -1.648 3.444 0.000
H 1.295 -2.510 3.181 0.000
H 1.480 -0.846 2.616 0.000
H 3.756 -0.571 1.129 0.000
H 5.326 -1.441 -2.049 0.000
H 5.158 -0.193 -0.803 0.000
H 3.955 -0.327 -2.098 0.001
H 3.495 -3.231 -2.202 0.000
H 2.093 -5.928 -0.665 0.000
H 1.940 -5.033 -2.185 0.000
H 0.647 -4.957 -0.987 0.000
H 1.230 -4.003 1.330 0.000
O 1.909 -0.550 -5.204 0.076
C 1.169 -0.324 -4.062 0.284
O 1.526 -0.963 -2.993 0.152
C 0.108 0.598 -4.044 0.083
C -0.393 1.386 -5.091 0.123
C -1.443 2.280 -4.776 0.019
C -1.974 2.388 -3.516 0.151
C -1.459 1.530 -2.465 0.027
N -0.440 0.645 -2.789 0.064
C -1.828 1.497 -1.168 0.003
O -2.826 2.281 -0.610 -0.001
O -1.272 0.550 -0.316 0.024
H 2.544 -1.225 -4.933 0.002
H 0.043 1.333 -6.078 0.011
H -1.845 2.911 -5.563 -0.003
H -2.780 3.073 -3.297 0.011
H -2.420 3.103 -0.294 0.000
O -0.590 -2.471 -0.791 0.004
C -1.924 -2.744 -0.576 0.002
C -2.735 -2.150 -1.729 0.004
C -3.954 -1.551 -1.807 0.001
C -4.254 -1.088 -3.124 0.001
C -3.259 -1.349 -4.013 0.000
S -1.947 -2.144 -3.264 0.008
C -2.071 -4.276 -0.533 0.000
C -2.010 -5.092 0.559 0.000
C -2.011 -6.478 0.231 0.000
C -2.082 -6.691 -1.112 0.000
S -2.136 -5.215 -1.980 0.001
C -2.371 -2.223 0.788 0.000
C -1.541 -1.678 1.713 0.000
C -2.194 -1.358 2.937 0.000
C -3.513 -1.687 2.927 0.000
S -3.969 -2.387 1.428 0.000
H -4.593 -1.381 -0.954 0.000
H -5.150 -0.536 -3.372 0.000
H -3.190 -1.047 -5.045 0.000
H -1.951 -4.706 1.566 0.000
H -1.966 -7.274 0.961 0.000
H -2.110 -7.632 -1.636 0.000
H -0.512 -1.445 1.480 0.000
H -1.707 -0.867 3.768 0.000
H -4.249 -1.524 3.697 0.000
C 0.261 0.679 0.049 -0.004
Ge 0.440 2.154 1.178 -0.003
C -0.230 3.875 0.428 0.000
C -0.829 4.885 1.181 0.000
C -1.278 6.058 0.584 0.000
C -1.139 6.235 -0.786 0.000
C -0.541 5.242 -1.552 0.001
C -0.085 4.076 -0.947 0.001
C -0.514 2.008 2.914 -0.001
C -1.905 2.134 2.940 0.000
C -2.625 1.935 4.111 0.000
C -1.969 1.593 5.285 0.000
C -0.589 1.435 5.274 0.000
C 0.124 1.638 4.099 0.000
C 2.337 2.515 1.567 0.000
C 2.762 3.319 2.625 0.000
C 4.106 3.615 2.812 0.000
C 5.054 3.117 1.929 0.000
C 4.648 2.325 0.863 0.000
C 3.303 2.025 0.686 0.001
H -0.957 4.750 2.250 0.000
H -1.749 6.828 1.186 0.000
H -1.506 7.139 -1.258 0.000
H -0.447 5.360 -2.624 0.000
H 0.353 3.288 -1.549 0.000
H -2.437 2.360 2.023 0.000
H -3.705 2.026 4.100 0.000
H -2.530 1.431 6.199 0.000
H -0.069 1.146 6.182 0.000
H 1.201 1.497 4.103 0.000
H 2.028 3.727 3.312 0.000
H 4.415 4.241 3.643 0.000
H 6.104 3.348 2.068 0.000
H 5.385 1.940 0.167 0.000
H 2.979 1.405 -0.144 0.002
```

Computed properties:
* spin multiplicity: 3
* frontier orbital gap (spin up / spin down): 3.74 / 3.94 eV
* LUMO energy (spin up / spin down): 3.998 / 3.996 eV
* highest occupied orbital energy (spin up / spin down): 0.009 / 0.002 hartree
* total charge: -2
* ⟨S²⟩: 2.030

=====

The following is a DFT calculation (ωB97M-V/def2-TZVPD) of C31H32F5GaO4PS as an isolated structure in a non-equilibrium geometry.

Structure (XYZ):
```
75
Properties=species:S:1:pos:R:3:lowdin_charge:R:1
C -1.477 1.950 7.999 -0.257
S -2.916 1.840 6.768 0.541
O -3.004 3.217 6.062 -0.515
O -4.193 1.421 7.540 -0.508
Ga -2.485 0.295 5.055 0.249
O -3.686 -1.158 5.304 -0.379
P -0.214 -0.272 5.288 0.576
O 0.624 0.697 4.329 -0.632
H -1.548 2.962 8.619 0.078
H -0.478 1.984 7.358 0.051
H -1.487 1.071 8.785 0.074
H -2.816 0.945 3.619 -0.033
H -3.500 -1.577 6.195 0.013
H 0.268 0.028 6.642 -0.053
H 0.082 -1.650 4.989 -0.053
F 5.126 1.677 2.383 0.051
C 4.107 2.547 2.359 -0.291
C 2.937 2.249 3.049 -0.016
C 1.878 3.156 3.028 -0.073
C 1.997 4.348 2.308 -0.093
C 3.173 4.635 1.615 -0.100
C 4.236 3.733 1.645 -0.038
H 2.859 1.315 3.596 0.096
H 0.961 2.937 3.570 0.091
H 1.169 5.053 2.288 0.098
H 3.262 5.561 1.051 0.088
H 5.161 3.944 1.119 0.098
F 4.876 5.014 -0.823 0.048
C 4.007 5.112 -1.838 -0.284
C 3.782 4.010 -2.655 -0.014
C 2.874 4.110 -3.709 -0.079
C 2.207 5.316 -3.940 -0.092
C 2.443 6.418 -3.116 -0.084
C 3.343 6.314 -2.056 -0.021
H 4.315 3.084 -2.466 0.113
H 2.685 3.252 -4.349 0.091
H 1.502 5.395 -4.764 0.101
H 1.926 7.357 -3.300 0.103
H 3.532 7.158 -1.401 0.115
F -3.740 -1.801 -0.840 0.054
C -4.306 -2.402 0.215 -0.296
C -5.127 -3.506 0.014 -0.038
C -5.713 -4.136 1.112 -0.102
C -5.480 -3.647 2.400 -0.097
C -4.658 -2.535 2.591 -0.061
C -4.064 -1.913 1.494 -0.001
H -5.304 -3.867 -0.995 0.106
H -6.350 -5.005 0.965 0.096
H -5.940 -4.136 3.255 0.098
H -4.481 -2.154 3.594 0.072
H -3.415 -1.053 1.625 0.108
F 2.481 0.721 -5.407 0.052
C 1.915 0.120 -4.352 -0.291
C 1.094 -0.984 -4.554 -0.016
C 0.508 -1.614 -3.456 -0.074
C 0.742 -1.125 -2.168 -0.081
C 1.563 -0.013 -1.976 -0.065
C 2.158 0.609 -3.074 -0.015
H 0.918 -1.345 -5.562 0.109
H -0.129 -2.483 -3.602 0.083
H 0.281 -1.614 -1.312 0.105
H 1.740 0.368 -0.974 0.112
H 2.806 1.469 -2.942 0.079
F -1.297 -3.608 -4.877 0.049
C -0.861 -4.853 -5.111 -0.286
C -1.178 -5.868 -4.216 -0.012
C -0.729 -7.166 -4.463 -0.082
C 0.042 -7.431 -5.598 -0.101
C 0.359 -6.403 -6.487 -0.087
C -0.100 -5.109 -6.246 -0.017
H -1.771 -5.642 -3.336 0.119
H -0.978 -7.969 -3.773 0.105
H 0.395 -8.442 -5.787 0.099
H 0.962 -6.611 -7.368 0.103
H 0.130 -4.300 -6.932 0.114
```

Computed properties:
* spin multiplicity: 1
* frontier orbital gap: 7.81 eV
* LUMO energy: 2.063 eV
* highest occupied orbital energy: -0.211 hartree
* total charge: -1

=====

The following is a DFT calculation (ωB97M-V/def2-TZVPD) of one molecule with the formula C4H10N2S2 in a non-equilibrium geometry.

Structure (XYZ):
```
18
Properties=species:S:1:pos:R:3:nbo_charge:R:1
C -2.285 3.140 -3.103 -0.766
S -0.656 2.404 -2.695 0.234
C -1.032 1.044 -1.550 -0.064
N -0.064 0.477 -0.813 -0.627
S -0.243 -0.463 0.554 0.460
C 1.277 -0.980 1.189 -0.607
C 0.925 -2.093 2.378 -0.217
N 2.075 -3.121 2.637 -0.822
H -2.979 2.275 -3.276 0.231
H -2.251 3.619 -4.071 0.237
H -2.679 4.013 -2.527 0.228
H -2.090 0.967 -1.353 0.170
H 1.893 -0.169 1.571 0.217
H 1.899 -1.541 0.469 0.210
H 0.042 -2.700 2.184 0.209
H 0.844 -1.314 3.316 0.196
H 2.611 -3.128 1.619 0.357
H 2.713 -2.431 3.471 0.354
```

Computed properties:
* spin multiplicity: 1
* frontier orbital gap: 8.60 eV
* structure (SMILES): CS/C=N/SCCN
* LUMO energy: 0.745 eV
* ΔE to the lowest compared entry with this formula, charge and spin: 94.3 kcal per mole
* highest occupied orbital energy: -0.289 hartree
* total charge: 0